(1)
Molecular formula: C30H70MnN9O10
Method: DFT, ωB97M-V/def2-TZVPD

Positions of all 120 atoms, in Å:
Mn (-17.980, 5.709, 1.675)
C (-16.216, 8.387, 4.628)
C (-17.624, 8.305, 4.013)
C (-18.214, 9.654, 3.759)
O (-17.665, 7.386, 2.952)
H (-15.402, 8.524, 3.916)
H (-16.031, 7.500, 5.235)
H (-16.196, 9.284, 5.247)
H (-18.165, 7.934, 4.884)
H (-17.742, 10.462, 4.316)
H (-19.303, 9.699, 3.782)
H (-18.009, 9.942, 2.728)
C (-19.373, 5.552, 9.405)
O (-20.211, 4.657, 9.280)
N (-18.879, 6.192, 8.316)
C (-17.964, 7.377, 8.348)
C (-19.154, 5.720, 6.957)
H (-18.992, 6.005, 10.333)
H (-17.166, 7.284, 7.611)
H (-17.494, 7.529, 9.320)
H (-18.534, 8.278, 8.121)
H (-18.216, 5.454, 6.471)
H (-19.859, 4.890, 6.895)
H (-19.716, 6.500, 6.445)
C (-18.517, 13.265, 1.116)
O (-18.409, 14.368, 1.668)
N (-19.463, 12.368, 1.397)
C (-19.691, 11.101, 0.659)
C (-20.473, 12.519, 2.471)
H (-17.811, 12.955, 0.331)
H (-18.863, 10.929, -0.027)
H (-20.605, 11.004, 0.073)
H (-19.633, 10.156, 1.200)
H (-21.463, 12.598, 2.021)
H (-20.402, 11.697, 3.182)
H (-20.258, 13.324, 3.173)
C (-20.738, 7.364, 1.097)
O (-19.613, 7.028, 0.804)
N (-21.635, 7.949, 0.262)
C (-21.422, 8.441, -1.083)
C (-22.895, 8.129, 0.843)
H (-21.109, 7.346, 2.133)
H (-21.977, 7.721, -1.684)
H (-20.386, 8.601, -1.380)
H (-21.907, 9.404, -1.243)
H (-23.213, 7.369, 1.557)
H (-22.798, 9.037, 1.438)
H (-23.695, 8.189, 0.106)
C (-15.242, 10.813, 1.501)
O (-15.110, 10.573, 0.355)
N (-14.337, 11.541, 2.229)
C (-14.580, 11.848, 3.678)
C (-13.091, 12.013, 1.683)
H (-16.170, 10.522, 2.018)
H (-13.852, 11.326, 4.299)
H (-15.574, 11.566, 4.024)
H (-14.480, 12.856, 4.082)
H (-12.442, 12.316, 2.505)
H (-12.659, 11.378, 0.909)
H (-13.216, 12.975, 1.185)
C (-15.417, 3.763, 2.604)
O (-16.178, 4.653, 2.233)
N (-14.565, 3.823, 3.572)
C (-13.560, 2.745, 3.706)
C (-14.606, 4.953, 4.561)
H (-15.355, 2.849, 1.992)
H (-12.559, 3.083, 3.437)
H (-13.772, 1.871, 3.089)
H (-13.401, 2.352, 4.710)
H (-13.947, 5.800, 4.370)
H (-15.626, 5.329, 4.648)
H (-14.203, 4.621, 5.518)
C (-13.392, 10.915, 7.617)
O (-13.201, 10.198, 6.665)
N (-14.279, 10.659, 8.534)
C (-14.307, 11.312, 9.814)
C (-15.004, 9.378, 8.662)
H (-12.873, 11.869, 7.796)
H (-14.350, 10.635, 10.667)
H (-15.142, 12.012, 9.821)
H (-13.438, 11.937, 10.022)
H (-16.073, 9.451, 8.862)
H (-14.848, 8.748, 7.787)
H (-14.466, 8.746, 9.368)
C (-11.748, 5.611, 1.686)
O (-10.641, 5.174, 1.535)
N (-12.178, 6.862, 2.031)
C (-13.569, 7.416, 1.997)
C (-11.160, 7.870, 2.353)
H (-12.623, 5.008, 1.398)
H (-14.327, 6.757, 1.574)
H (-13.509, 8.338, 1.418)
H (-13.918, 7.688, 2.994)
H (-10.114, 7.586, 2.240)
H (-11.221, 8.682, 1.628)
H (-11.337, 8.280, 3.347)
C (-22.400, 9.422, 4.026)
O (-22.843, 10.382, 3.340)
N (-23.132, 8.351, 4.249)
C (-24.546, 8.267, 3.856)
C (-22.608, 7.442, 5.265)
H (-21.390, 9.361, 4.459)
H (-25.168, 8.324, 4.749)
H (-24.745, 7.323, 3.349)
H (-24.868, 9.023, 3.141)
H (-22.612, 6.389, 4.982)
H (-21.605, 7.609, 5.657)
H (-23.204, 7.612, 6.162)
C (-16.646, 7.688, -0.407)
O (-16.619, 6.705, 0.289)
N (-16.522, 7.614, -1.733)
C (-16.663, 8.797, -2.582)
C (-16.197, 6.389, -2.487)
H (-16.882, 8.716, -0.091)
H (-17.739, 8.937, -2.685)
H (-16.092, 8.804, -3.510)
H (-16.339, 9.737, -2.136)
H (-16.097, 5.413, -2.012)
H (-16.952, 6.267, -3.264)
H (-15.308, 6.641, -3.065)

Properties
LUMO level (alpha / beta): -0.1168 / -0.1282 hartree
M: 771.88 g/mol
Charge: +1
HOMO level (alpha / beta): -10.66 / -10.62 eV
2S+1: 6

---

(2)
Molecular formula: C22H20ClNO3S2
Method: DFT, ωB97M-V/def2-TZVPD

Positions of all 49 atoms, in Å:
O (5.489, 3.637, 0.490)
Cl (0.646, 4.760, -3.662)
N (-0.498, -1.045, 0.993)
O (-0.465, -2.367, -0.815)
O (-5.414, -2.960, 0.928)
S (1.599, -1.366, -2.359)
C (-1.068, -2.025, 0.383)
C (0.564, -1.491, -0.936)
C (0.547, -0.648, 0.170)
C (-2.224, -2.703, 0.933)
C (-2.769, -2.268, 2.134)
C (-0.270, 2.169, -3.255)
C (2.099, 2.597, -3.122)
C (-0.056, 0.804, -2.976)
C (2.324, 1.238, -2.832)
C (1.095, 1.477, 1.374)
C (2.842, 0.279, 0.212)
C (1.913, 2.546, 1.648)
C (3.689, 1.386, 0.472)
C (0.822, 3.055, -3.305)
C (1.280, 0.318, -2.745)
C (1.494, 0.382, 0.587)
C (3.277, 2.509, 1.214)
S (4.419, 3.885, 1.484)
C (3.510, 5.210, 0.633)
C (-2.743, -3.891, 0.164)
C (-3.894, -3.023, 2.821)
C (-3.752, -4.714, 0.958)
C (-4.707, -3.870, 1.838)
H (-4.839, -2.323, 0.498)
H (-2.351, -1.434, 2.713)
H (-1.299, 2.552, -3.391)
H (2.938, 3.307, -3.139)
H (-0.918, 0.140, -2.937)
H (3.302, 0.867, -2.530)
H (0.070, 1.543, 1.716)
H (3.257, -0.565, -0.355)
H (1.494, 3.411, 2.154)
H (4.698, 1.371, 0.065)
H (3.295, 4.976, -0.381)
H (2.553, 5.391, 1.173)
H (4.079, 6.142, 0.621)
H (-3.171, -3.566, -0.797)
H (-1.877, -4.498, -0.054)
H (-4.566, -2.298, 3.275)
H (-3.468, -3.653, 3.598)
H (-4.350, -5.377, 0.293)
H (-3.201, -5.365, 1.660)
H (-5.397, -4.504, 2.385)

Properties
LUMO level: 0.0026 hartree
M: 445.99 g/mol
Charge: 0
HOMO level: -8.10 eV
2S+1: 1

---

(3)
Molecular formula: C26H52CuO35S8
Method: DFT, ωB97M-V/def2-TZVPD

Positions of all 122 atoms, in Å:
Cu (0.432, 1.239, 2.195)
S (-0.033, -0.126, -0.035)
O (0.200, 0.257, -1.416)
O (-0.802, -1.295, 0.191)
O (1.208, -0.147, 0.727)
O (-0.788, 0.962, 0.593)
C (2.936, 4.661, 1.132)
C (1.871, 4.796, -0.022)
C (1.010, 3.477, 0.187)
O (1.476, 2.990, 1.451)
C (2.246, 3.926, 2.210)
H (3.336, 5.625, 1.446)
H (3.733, 3.951, 0.910)
H (2.351, 5.046, -0.968)
H (1.160, 5.614, 0.094)
H (1.256, 2.764, -0.600)
H (-0.063, 3.668, 0.223)
H (2.932, 3.430, 2.896)
H (1.507, 4.254, 2.942)
C (-1.586, 4.506, 4.492)
C (-2.706, 4.207, 3.485)
C (-2.332, 2.921, 2.893)
O (-0.915, 2.758, 3.125)
C (-0.637, 3.307, 4.411)
H (-1.880, 4.635, 5.533)
H (-1.019, 5.389, 4.199)
H (-2.598, 4.994, 2.738)
H (-3.710, 4.267, 3.904)
H (-2.539, 2.904, 1.823)
H (-2.844, 2.110, 3.412)
H (0.408, 3.447, 4.688)
H (-0.949, 2.574, 5.155)
C (5.608, 1.924, -1.695)
C (4.683, 1.297, -0.661)
C (3.740, 0.533, -1.637)
O (4.662, -0.104, -2.555)
C (5.923, 0.631, -2.541)
H (6.561, 2.311, -1.335)
H (5.033, 2.679, -2.230)
H (4.212, 2.118, -0.121)
H (5.241, 0.675, 0.038)
H (3.021, 1.156, -2.168)
H (3.130, -0.295, -1.274)
H (6.219, 0.858, -3.565)
H (6.669, 0.109, -1.942)
C (-2.672, 1.521, -2.035)
C (-1.538, 2.275, -2.516)
O (-2.107, 3.512, -2.982)
S (-3.355, 3.940, -1.886)
O (-4.355, 4.839, -2.480)
O (-2.733, 4.334, -0.601)
O (-3.840, 2.346, -2.084)
H (-2.436, 1.034, -1.089)
H (-2.909, 0.673, -2.677)
H (-1.036, 1.871, -3.395)
H (-0.756, 2.641, -1.849)
C (4.394, -2.173, 3.574)
C (3.845, -1.383, 2.351)
O (4.548, -2.006, 1.240)
S (4.854, -3.577, 1.487)
O (6.232, -3.913, 1.133)
O (3.786, -4.441, 0.938)
O (4.679, -3.507, 3.122)
H (3.649, -2.303, 4.358)
H (5.236, -1.738, 4.112)
H (4.035, -0.330, 2.558)
H (2.768, -1.468, 2.205)
C (-0.669, -3.439, 3.964)
C (0.283, -3.429, 2.740)
O (0.152, -4.666, 2.144)
S (-1.257, -5.388, 2.518)
O (-1.136, -6.611, 3.307)
O (-2.115, -5.413, 1.319)
O (-1.762, -4.142, 3.452)
H (-0.966, -2.440, 4.286)
H (-0.166, -3.953, 4.782)
H (1.329, -3.344, 3.035)
H (0.116, -2.637, 2.010)
C (-3.034, -3.661, -1.051)
C (-2.816, -2.945, -2.395)
O (-4.117, -2.756, -2.966)
S (-5.281, -3.692, -2.210)
O (-5.909, -4.582, -3.184)
O (-6.061, -2.909, -1.248)
O (-4.104, -4.538, -1.371)
H (-3.196, -3.018, -0.186)
H (-2.193, -4.337, -0.899)
H (-2.256, -3.604, -3.059)
H (-2.204, -2.059, -2.224)
C (-1.357, -0.577, -5.008)
C (0.096, -0.092, -4.860)
O (0.182, 1.207, -5.310)
S (-1.056, 1.629, -6.305)
O (-0.850, 1.211, -7.700)
O (-1.369, 3.017, -6.053)
O (-2.076, 0.536, -5.513)
H (-1.774, -0.819, -4.031)
H (-1.397, -1.471, -5.631)
H (0.758, -0.698, -5.479)
H (0.602, -0.192, -3.900)
C (-4.016, 0.100, 1.500)
C (-3.335, -0.800, 2.458)
O (-4.063, -0.572, 3.637)
S (-5.533, 0.170, 3.496)
O (-5.871, 1.021, 4.653)
O (-6.547, -0.795, 3.013)
O (-4.911, 0.968, 2.185)
H (-4.618, -0.510, 0.826)
H (-3.366, 0.640, 0.812)
H (-2.280, -0.564, 2.601)
H (-3.427, -1.843, 2.154)
C (2.129, -2.538, -1.938)
C (1.018, -3.420, -1.335)
O (0.702, -4.481, -2.196)
S (1.237, -4.125, -3.692)
O (0.432, -3.193, -4.508)
O (1.730, -5.405, -4.309)
O (2.501, -3.266, -3.025)
H (2.995, -2.602, -1.279)
H (1.802, -1.532, -2.201)
H (0.158, -2.753, -1.286)
H (1.210, -3.842, -0.349)

Properties
LUMO level (alpha / beta): -0.0988 / -0.1720 hartree
M: 1244.75 g/mol
Charge: 0
HOMO level (alpha / beta): -10.06 / -10.05 eV
2S+1: 2

---

(4)
Molecular formula: C10H19F
Method: DFT, ωB97M-V/def2-TZVPD

Positions of all 30 atoms, in Å:
C (1.782, -0.022, -0.833)
C (1.156, 1.304, -0.669)
C (0.485, 0.068, -0.069)
C (-1.035, -1.944, -0.770)
C (-0.954, 0.160, -2.304)
C (-2.148, 0.230, -0.189)
C (0.065, 1.027, 2.318)
C (1.868, -0.562, 2.149)
C (-0.860, -0.355, -0.781)
C (0.541, -0.080, 1.499)
F (-0.334, -1.199, 1.744)
H (1.871, -0.186, -1.901)
H (2.744, -0.108, -0.464)
H (1.564, 1.986, 0.038)
H (0.811, 1.916, -1.510)
H (-1.790, -2.196, -1.480)
H (-1.286, -2.357, 0.253)
H (-0.182, -2.342, -1.179)
H (-1.938, 0.015, -2.782)
H (-0.599, 1.185, -2.227)
H (-0.169, -0.341, -2.964)
H (-2.921, -0.257, -0.771)
H (-2.143, 1.289, -0.429)
H (-2.525, -0.130, 0.801)
H (0.443, 1.917, 1.853)
H (0.423, 0.973, 3.308)
H (-0.999, 0.948, 2.563)
H (2.672, 0.037, 1.755)
H (1.705, -0.392, 3.261)
H (2.193, -1.673, 1.978)

Properties
LUMO level: 0.0326 hartree
M: 158.26 g/mol
Charge: 0
HOMO level: -10.01 eV
2S+1: 1

---

(5)
Molecular formula: C2H2ClS6SbTl
Method: DFT, ωB97M-V/def2-TZVPD

Positions of all 13 atoms, in Å:
Tl (-0.008, 0.170, 0.928)
S (4.219, 3.290, -0.362)
Sb (2.887, 1.413, -0.302)
S (2.333, 0.759, 1.899)
S (0.703, 1.817, -1.061)
S (-4.194, -0.785, 3.102)
C (-2.686, -0.347, 2.486)
S (-2.558, 0.606, 1.024)
S (-1.183, -0.895, 3.143)
Cl (1.826, -2.047, -0.941)
C (0.192, -1.744, -0.199)
H (-0.009, -2.578, 0.466)
H (-0.516, -1.729, -1.022)

Properties
LUMO level (alpha / beta): 0.1772 / 0.1348 hartree
M: 580.04 g/mol
Charge: -2
HOMO level (alpha / beta): -1.55 / -1.53 eV
2S+1: 2

---

(6)
Molecular formula: C14H34Br2N5O5PS
Method: DFT, ωB97M-V/def2-TZVPD

Positions of all 62 atoms, in Å:
C (0.200, 3.064, -0.268)
O (0.721, 2.132, 0.681)
C (-0.088, 0.918, 0.719)
C (-0.726, 0.870, 2.157)
C (-1.642, 2.127, 2.371)
C (-2.677, 1.989, 3.558)
C (-3.428, 0.604, 3.609)
N (-2.920, -0.206, 4.765)
C (-3.052, -1.599, 4.454)
N (-2.051, -2.394, 4.320)
N (-4.414, -2.106, 4.262)
C (0.892, -0.273, 0.373)
N (0.311, -1.384, -0.423)
P (-1.372, -1.724, -0.063)
N (-1.488, -3.472, -0.223)
O (-2.279, -1.127, -1.383)
C (1.708, -0.796, 1.633)
Br (0.735, -2.152, 2.681)
C (2.995, -1.520, 1.000)
C (3.520, -2.758, 1.834)
Br (4.497, -0.263, 0.716)
H (0.658, 4.078, -0.097)
H (-0.906, 3.213, -0.211)
H (0.538, 2.764, -1.312)
H (-0.892, 1.085, -0.048)
H (0.089, 0.914, 2.925)
H (-1.242, -0.112, 2.271)
H (-2.193, 2.465, 1.458)
H (-0.964, 2.982, 2.650)
H (-2.218, 2.232, 4.551)
H (-3.468, 2.773, 3.397)
H (-4.516, 0.771, 3.798)
H (-3.294, 0.004, 2.664)
H (-1.946, 0.019, 4.970)
H (-2.360, -3.340, 4.090)
H (-4.681, -1.864, 3.304)
H (-4.431, -3.118, 4.354)
H (1.685, 0.184, -0.286)
H (0.329, -1.067, -1.400)
H (-2.290, -3.757, 0.342)
H (-1.784, -3.658, -1.193)
H (-2.285, -0.164, -1.302)
H (2.073, 0.035, 2.277)
H (2.739, -1.936, -0.010)
H (2.955, -3.698, 1.606)
H (4.564, -2.954, 1.453)
H (3.618, -2.558, 2.924)
O (1.357, 1.951, -3.593)
S (1.302, 1.836, -5.025)
O (0.202, 1.192, -5.687)
O (2.680, 1.186, -5.548)
C (3.103, -0.058, -4.978)
C (2.331, -1.233, -5.550)
C (1.531, 3.437, -5.739)
H (3.025, -0.027, -3.888)
H (4.160, -0.168, -5.223)
H (1.284, -1.203, -5.243)
H (2.757, -2.176, -5.205)
H (2.348, -1.212, -6.641)
H (2.395, 3.908, -5.276)
H (0.633, 4.019, -5.540)
H (1.675, 3.326, -6.811)

Properties
LUMO level: 0.0134 hartree
M: 575.31 g/mol
Charge: 0
HOMO level: -8.36 eV
2S+1: 1

---

(7)
Molecular formula: C2H10NO
Method: DFT, ωB97M-V/def2-TZVPD

Positions of all 14 atoms, in Å:
O (-0.229, 1.102, -2.828)
H (-0.760, 0.840, -3.584)
H (-0.271, -0.227, -0.832)
H (-0.585, 1.953, -2.555)
C (-0.456, -0.780, 1.831)
C (0.718, -0.539, 0.916)
N (0.354, 0.336, -0.267)
H (-1.429, -0.294, 1.720)
H (-0.801, -1.804, 1.692)
H (-0.151, -0.731, 2.870)
H (1.647, -0.165, 1.344)
H (1.094, -1.476, 0.505)
H (-0.234, 1.101, 0.050)
H (1.104, 0.682, -0.862)

Properties
LUMO level: -0.1315 hartree
M: 64.11 g/mol
Charge: +1
HOMO level: -16.24 eV
2S+1: 1

---

(8)
Molecular formula: C3HClN2O
Method: DFT, ωB97M-V/def2-TZVPD

Positions of all 8 atoms, in Å:
C (-0.668, -1.062, -0.094)
C (0.794, 2.029, 0.076)
C (0.760, -1.332, 0.090)
N (-1.797, -0.960, -0.108)
N (-0.274, 2.109, -0.284)
O (1.636, -1.157, -0.689)
Cl (0.727, -2.038, 1.668)
H (-1.179, 2.411, -0.659)

Properties
LUMO level: -0.0303 hartree
M: 116.51 g/mol
Charge: 0
HOMO level: -11.76 eV
2S+1: 1

---

(9)
Molecular formula: C4H6OS
Method: DFT, ωB97M-V/def2-TZVPD

Positions of all 12 atoms, in Å:
C (-0.203, -0.257, 0.937)
C (-0.745, -0.261, -0.326)
C (0.144, 0.715, 1.938)
C (-1.185, 0.168, -1.527)
O (2.030, -1.003, -1.431)
S (-0.058, -1.847, 0.357)
H (0.265, 1.593, 1.469)
H (1.128, 0.417, 2.339)
H (-0.713, 0.750, 2.723)
H (-1.228, -0.499, -2.386)
H (2.012, -0.987, -2.350)
H (-1.447, 1.211, -1.742)

Properties
LUMO level (alpha / beta): -0.0222 / -0.0544 hartree
M: 102.16 g/mol
Charge: 0
HOMO level (alpha / beta): -8.81 / -7.12 eV
2S+1: 1

---

(10)
Molecular formula: C16H18ClN3O2
Method: DFT, ωB97M-V/def2-TZVPD

Positions of all 40 atoms, in Å:
O (2.391, 0.852, -0.742)
C (1.219, 0.748, -0.365)
C (0.191, 1.704, 0.046)
C (-0.906, 1.359, 0.455)
N (-1.747, 2.365, 0.716)
C (-2.869, 1.759, 1.684)
H (-3.311, 0.800, 1.364)
H (-3.726, 2.641, 1.522)
C (-2.496, 1.532, 2.972)
H (-1.498, 1.090, 3.047)
H (-3.317, 0.682, 3.499)
C (-2.429, 2.721, 3.808)
H (-1.466, 2.754, 4.674)
H (-3.410, 2.856, 4.541)
C (-2.092, 4.178, 3.155)
C (-0.959, 3.951, 2.245)
H (-0.496, 5.127, 2.142)
H (-0.139, 3.356, 2.534)
C (-1.726, 3.661, 0.796)
H (-2.526, 4.027, 0.668)
H (-0.853, 3.851, -0.076)
H (-3.041, 4.282, 2.862)
H (-1.891, 4.731, 4.043)
N (-1.224, -0.212, 0.586)
C (-0.567, -1.015, -0.165)
O (-0.835, -2.175, 0.209)
N (0.969, -0.611, -0.364)
C (1.486, -1.742, -1.003)
C (2.919, -2.153, -0.284)
C (3.675, -3.030, -0.799)
C (3.163, -3.697, -2.102)
C (2.108, -3.296, -2.779)
C (1.225, -2.375, -2.106)
Cl (-0.067, -1.873, -2.926)
H (1.847, -3.855, -3.570)
H (3.701, -4.536, -2.460)
H (4.557, -3.164, -0.529)
H (3.130, -1.690, 0.767)
H (-2.152, -0.393, 0.814)
H (0.661, 2.437, -0.045)

Properties
LUMO level: 0.0120 hartree
M: 319.79 g/mol
Charge: 0
HOMO level: -8.52 eV
2S+1: 1